{"formula": "C42H106O33S8", "method": "ωB97M-V/def2-TZVPD", "symbols": ["C", "C", "O", "S", "C", "O", "O", "H", "H", "H", "H", "H", "H", "H", "H", "C", "C", "O", "S", "C", "O", "O", "H", "H", "H", "H", "H", "H", "H", "H", "C", "C", "O", "S", "C", "O", "O", "H", "H", "H", "H", "H", "H", "H", "H", "C", "C", "O", "S", "C", "O", "O", "H", "H", "H", "H", "H", "H", "H", "H", "C", "C", "O", "S", "C", "O", "O", "H", "H", "H", "H", "H", "H", "H", "H", "C", "C", "O", "S", "C", "O", "O", "H", "H", "H", "H", "H", "H", "H", "H", "C", "C", "O", "S", "C", "O", "O", "H", "H", "H", "H", "H", "H", "H", "H", "C", "C", "O", "S", "C", "O", "O", "H", "H", "H", "H", "H", "H", "H", "H", "C", "O", "C", "C", "O", "C", "C", "O", "C", "H", "H", "H", "H", "H", "H", "H", "H", "H", "H", "H", "H", "H", "H", "C", "O", "C", "C", "O", "C", "C", "O", "C", "H", "H", "H", "H", "H", "H", "H", "H", "H", "H", "H", "H", "H", "H", "C", "O", "C", "C", "O", "C", "C", "O", "C", "H", "H", "H", "H", "H", "H", "H", "H", "H", "H", "H", "H", "H", "H"], "coordinates": [[7.397, 0.762, -7.487], [8.269, 2.023, -7.281], [9.588, 1.656, -7.494], [10.713, 2.697, -6.994], [11.255, 1.869, -5.499], [11.775, 2.541, -8.014], [10.058, 3.975, -6.624], [7.685, 0.345, -8.451], [6.314, 0.889, -7.508], [7.583, 0.080, -6.657], [8.016, 2.885, -7.899], [7.985, 2.395, -6.297], [11.492, 0.881, -5.893], [10.453, 1.887, -4.761], [12.164, 2.334, -5.116], [-6.545, -4.725, -3.781], [-7.058, -6.160, -3.817], [-7.029, -6.818, -2.573], [-8.453, -7.327, -1.929], [-9.344, -5.776, -1.873], [-9.086, -8.282, -2.866], [-8.315, -7.765, -0.480], [-6.568, -4.251, -4.763], [-5.489, -4.659, -3.518], [-7.106, -4.176, -3.024], [-8.018, -6.206, -4.331], [-6.352, -6.623, -4.506], [-10.304, -5.686, -1.365], [-9.481, -5.498, -2.919], [-8.721, -5.073, -1.321], [7.285, -11.724, -2.317], [6.311, -12.546, -1.466], [6.243, -12.044, -0.104], [4.801, -12.355, 0.662], [5.238, -14.069, 1.152], [4.666, -11.627, 1.942], [3.685, -12.325, -0.281], [7.167, -12.018, -3.359], [8.315, -11.721, -1.960], [7.039, -10.673, -2.470], [5.365, -12.364, -1.976], [6.679, -13.572, -1.453], [4.977, -14.742, 0.336], [4.644, -14.273, 2.044], [6.282, -14.239, 1.415], [-2.032, 11.540, -5.536], [-0.550, 11.823, -5.784], [0.221, 10.681, -5.549], [1.697, 10.372, -6.392], [1.140, 10.383, -8.164], [2.629, 11.458, -6.183], [2.077, 8.985, -6.105], [-2.550, 12.394, -5.099], [-2.267, 10.824, -4.749], [-2.465, 11.178, -6.469], [-0.324, 12.130, -6.805], [-0.140, 12.542, -5.075], [1.849, 9.801, -8.752], [0.960, 11.408, -8.490], [0.205, 9.823, -8.152], [-4.258, -13.361, 1.156], [-4.211, -13.635, 2.640], [-4.802, -14.925, 2.955], [-4.454, -15.584, 4.423], [-6.215, -15.634, 5.122], [-4.016, -16.956, 4.157], [-3.521, -14.726, 5.173], [-3.611, -12.501, 0.979], [-5.258, -12.981, 0.947], [-4.001, -14.146, 0.446], [-3.225, -13.533, 3.093], [-4.733, -12.862, 3.204], [-6.683, -16.408, 4.514], [-6.707, -14.663, 5.067], [-6.122, -15.983, 6.150], [-3.179, -0.911, 4.038], [-2.182, -0.827, 5.104], [-2.983, -0.975, 6.300], [-2.165, -1.412, 7.633], [-2.760, -3.132, 7.830], [-0.723, -1.496, 7.300], [-2.687, -0.655, 8.759], [-3.431, -1.971, 4.050], [-2.758, -0.644, 3.069], [-4.163, -0.448, 4.107], [-1.381, -1.534, 4.886], [-1.842, 0.208, 5.116], [-2.629, -3.274, 8.903], [-2.002, -3.782, 7.395], [-3.781, -3.227, 7.459], [6.036, -4.592, 7.377], [6.564, -3.266, 7.866], [7.005, -2.740, 6.595], [7.490, -1.143, 6.455], [5.759, -0.336, 6.645], [8.318, -0.729, 7.632], [7.974, -0.950, 5.117], [5.138, -4.489, 6.767], [5.545, -5.051, 8.235], [6.770, -5.286, 6.967], [5.829, -2.591, 8.303], [7.466, -3.332, 8.473], [5.425, -0.512, 7.668], [5.103, -0.650, 5.832], [5.772, 0.739, 6.467], [-10.199, 1.470, 5.361], [-10.132, 2.901, 5.743], [-8.814, 3.334, 5.916], [-8.660, 4.931, 6.524], [-8.203, 4.520, 8.274], [-7.504, 5.606, 5.915], [-9.935, 5.529, 6.666], [-10.051, 0.755, 6.170], [-9.546, 1.332, 4.498], [-11.207, 1.210, 5.038], [-10.444, 3.544, 4.920], [-10.748, 3.143, 6.608], [-9.149, 4.139, 8.658], [-8.100, 5.531, 8.668], [-7.325, 3.875, 8.304], [9.960, 6.975, 2.400], [10.219, 6.965, 1.018], [10.160, 8.199, 0.362], [8.649, 8.737, 0.030], [7.797, 9.049, 1.139], [6.610, 9.726, 0.795], [5.737, 10.294, 1.979], [6.405, 11.456, 2.552], [7.744, 11.282, 3.143], [10.542, 7.689, 2.984], [10.259, 5.986, 2.747], [8.901, 7.127, 2.611], [10.761, 8.102, -0.542], [10.724, 8.903, 0.974], [8.077, 7.970, -0.491], [8.784, 9.519, -0.717], [5.925, 8.999, 0.359], [6.807, 10.597, 0.170], [5.525, 9.490, 2.684], [4.758, 10.512, 1.553], [8.200, 12.244, 3.376], [8.535, 11.100, 2.415], [7.647, 10.590, 3.979], [0.537, 3.088, 1.415], [0.624, 1.958, 0.610], [1.798, 1.880, -0.197], [2.170, 0.507, -0.845], [2.010, -0.470, 0.166], [1.879, -1.735, -0.459], [1.590, -2.986, 0.414], [0.245, -3.089, 0.807], [-0.040, -4.173, 1.801], [0.516, 4.071, 0.944], [1.195, 3.099, 2.284], [-0.470, 2.953, 1.809], [2.660, 2.180, 0.399], [1.850, 2.459, -1.120], [3.184, 0.632, -1.227], [1.460, 0.232, -1.625], [2.794, -2.076, -0.944], [1.112, -1.740, -1.233], [2.311, -3.018, 1.231], [1.835, -3.890, -0.143], [-1.123, -4.279, 1.742], [0.383, -3.760, 2.717], [0.403, -5.110, 1.464], [-11.544, 4.747, -6.266], [-10.489, 4.672, -7.133], [-9.561, 5.778, -7.114], [-8.472, 5.797, -6.002], [-7.894, 4.537, -5.812], [-6.881, 4.594, -4.858], [-5.436, 4.842, -5.463], [-5.131, 3.797, -6.411], [-3.871, 3.953, -6.991], [-12.091, 5.649, -6.540], [-11.216, 4.877, -5.234], [-12.192, 3.874, -6.343], [-10.049, 6.748, -7.211], [-9.027, 5.861, -8.061], [-9.035, 5.879, -5.072], [-7.839, 6.684, -5.966], [-6.836, 3.564, -4.504], [-7.091, 5.223, -3.994], [-4.763, 4.836, -4.605], [-5.339, 5.862, -5.835], [-3.856, 3.121, -7.696], [-2.973, 3.789, -6.395], [-3.782, 4.919, -7.488]], "atomic_forces_ev_per_a": [[0.637, 0.378, -0.471], [-3.455, 0.246, 0.323], [1.505, 0.233, 0.511], [0.917, 1.172, -0.897], [0.053, 0.069, -0.767], [-2.176, 0.866, 2.327], [1.540, -2.472, -1.114], [-0.043, -0.450, 0.159], [0.112, 0.652, 0.019], [0.258, -0.224, -0.250], [-0.113, -0.332, -0.537], [0.917, -0.047, 0.528], [-0.059, -0.132, 0.465], [0.076, -0.105, -0.157], [-0.168, 0.148, -0.137], [-0.002, 0.074, 0.942], [0.859, 0.873, -2.302], [-1.084, -0.718, 1.840], [-1.519, -2.660, 2.594], [0.270, 0.602, -0.379], [1.447, 2.229, 1.598], [0.574, 1.451, -4.689], [-0.588, -0.085, -0.002], [0.001, -0.339, 0.327], [0.009, 0.453, -0.268], [-0.189, -0.172, 0.358], [-0.135, -0.857, 0.244], [-0.002, -1.156, -0.053], [0.033, 0.339, 0.151], [0.331, -0.033, -0.359], [0.059, 0.681, -0.001], [0.587, 1.404, -0.849], [-1.616, 0.497, 0.401], [0.075, -0.558, 1.724], [-0.787, 0.146, -0.146], [0.894, -0.880, -3.091], [1.832, -0.026, 1.081], [0.507, -0.838, 0.049], [0.005, -0.409, -0.226], [-0.470, 0.203, 0.874], [-0.274, -0.786, 0.432], [-0.503, -0.136, 0.059], [-0.152, 0.074, 0.065], [-0.168, -0.070, -0.212], [0.006, 0.701, -0.159], [0.033, -0.117, 0.049], [0.395, 0.921, 0.500], [2.825, -3.081, -0.836], [-0.777, -0.770, -0.336], [-0.438, -0.203, 1.422], [-1.075, -0.872, 0.068], [-0.992, 2.534, 0.026], [0.056, 0.501, -0.801], [0.771, -0.528, -0.137], [-0.412, 0.192, 0.197], [-0.545, 0.549, -0.012], [-0.360, 0.573, -0.225], [0.230, 0.426, 0.195], [0.329, -0.193, -0.094], [-0.041, 0.067, -0.015], [-0.567, 0.838, 0.158], [0.538, 0.165, 0.777], [0.526, -0.269, 1.180], [0.810, -0.492, -0.131], [1.762, -0.302, -0.398], [-1.117, 1.999, 0.484], [-2.081, -1.010, -1.191], [0.193, -0.054, -0.083], [-0.100, -0.289, -0.397], [0.068, -0.186, 0.491], [0.301, -0.679, -0.413], [-0.575, 0.063, -0.264], [-0.095, 0.244, 0.003], [0.268, -0.115, -0.147], [0.070, 0.092, -0.074], [-1.236, -1.656, -1.796], [-0.518, 2.466, -0.144], [1.432, -0.787, 1.475], [0.820, -0.953, -0.053], [1.134, 0.976, 0.472], [-2.715, 0.605, 0.864], [0.842, -0.585, -1.578], [-0.222, -0.282, -0.727], [0.088, -0.149, -0.014], [0.421, 0.681, 0.638], [-0.073, -0.029, 0.846], [0.788, -0.181, 0.288], [-0.596, -0.093, 0.065], [-0.399, 0.067, -0.537], [0.260, -0.083, 0.175], [-1.529, -0.560, 1.800], [0.902, -0.079, -1.398], [1.223, 3.010, -1.077], [-0.827, 0.691, 2.549], [1.346, 0.002, -0.520], [-2.071, -1.335, -2.797], [-0.332, -0.489, 0.910], [0.500, 0.364, -0.711], [0.408, -0.539, 0.412], [-0.034, 0.399, -0.054], [-0.109, -0.307, 0.138], [-0.315, -0.158, 0.384], [-0.112, -0.226, -0.309], [0.089, -0.851, 0.351], [0.851, 0.078, 0.317], [-0.313, -0.753, -0.396], [-1.446, 1.247, -0.526], [2.216, 2.403, 1.249], [3.634, -1.778, 1.327], [-0.868, 0.732, -1.826], [-2.510, -1.573, 0.443], [-1.075, 0.549, -0.942], [0.721, 0.185, 0.023], [0.155, -0.476, 0.220], [-0.162, 0.376, -0.221], [-0.972, -0.363, -0.129], [-0.017, -0.085, 0.134], [0.390, -0.475, 0.192], [0.510, -0.187, 0.252], [-0.260, 0.192, 0.198], [-0.211, -0.638, 0.196], [0.061, -0.252, -0.348], [-1.754, 0.694, 0.732], [0.841, -1.323, -0.089], [1.248, 0.666, 0.720], [-1.310, 0.094, 0.808], [3.066, -0.345, -0.338], [-0.038, -0.259, 0.075], [-0.854, 0.388, -1.136], [0.188, 0.405, -0.274], [-0.152, -0.020, 0.079], [-0.073, 0.092, 0.021], [-0.573, -0.066, -0.368], [-0.293, 0.617, 0.135], [0.486, -0.528, -0.396], [-0.150, 0.711, 0.335], [-0.030, -0.013, -0.861], [0.051, -0.154, -0.441], [0.391, 0.016, 0.554], [0.242, 0.883, 0.016], [-1.285, 0.543, 1.053], [-0.442, -1.565, -0.380], [0.587, 0.051, -0.099], [-1.537, 0.010, 0.900], [1.223, -0.719, -1.994], [1.086, -0.773, -0.390], [-1.969, 0.780, 2.158], [0.416, -1.324, -0.382], [-0.189, -1.841, 0.391], [0.065, 0.534, 0.238], [-0.611, -0.766, 0.887], [0.630, 2.062, -2.060], [0.444, -0.073, -0.554], [0.517, -0.129, -0.163], [-0.077, 0.374, 0.385], [0.096, 0.074, 0.232], [-0.760, 1.125, 0.167], [0.168, -0.313, -0.098], [0.115, 0.382, -0.441], [0.508, 0.542, -0.276], [-0.249, 0.359, -0.106], [-0.119, 0.280, 0.646], [0.169, 0.022, -0.661], [0.136, 0.119, 0.551], [-0.349, -0.705, 0.385], [0.267, -0.018, 0.217], [-0.649, 1.192, 0.762], [2.714, 0.238, -1.195], [0.900, 0.024, -0.654], [-3.112, -0.510, 1.261], [0.696, 0.527, -1.081], [1.916, -1.672, -0.813], [-1.377, -0.510, 0.744], [-0.466, 1.449, 1.740], [0.028, -0.757, -1.053], [-0.694, 0.103, 0.254], [-0.040, -0.196, 0.306], [0.245, -0.010, -0.159], [-0.639, 0.181, 0.980], [-0.002, -1.200, -0.364], [-0.427, 0.737, 0.432], [0.490, -0.160, -0.861], [0.132, -0.044, 0.339], [-0.060, 0.424, -0.107], [0.330, -0.392, 0.139], [-0.072, 0.011, -0.820], [0.257, 0.325, -0.500], [-0.223, 0.180, 0.873], [0.055, 0.058, -0.220]], "lowdin_charge": [-0.054, -0.322, -0.253, 0.679, -0.115, -0.303, -0.310, 0.076, 0.076, 0.075, 0.119, 0.115, 0.069, 0.074, 0.075, -0.067, -0.314, -0.246, 0.717, -0.133, -0.308, -0.330, 0.085, 0.080, 0.067, 0.111, 0.123, 0.081, 0.061, 0.072, -0.078, -0.265, -0.277, 0.689, -0.117, -0.307, -0.303, 0.079, 0.078, 0.077, 0.109, 0.119, 0.063, 0.063, 0.071, -0.055, -0.305, -0.282, 0.705, -0.106, -0.296, -0.304, 0.076, 0.079, 0.075, 0.100, 0.121, 0.069, 0.059, 0.064, -0.065, -0.277, -0.274, 0.680, -0.084, -0.309, -0.317, 0.080, 0.076, 0.085, 0.106, 0.117, 0.060, 0.063, 0.060, -0.094, -0.289, -0.264, 0.665, -0.104, -0.324, -0.295, 0.081, 0.091, 0.088, 0.125, 0.126, 0.061, 0.063, 0.070, -0.074, -0.254, -0.310, 0.703, -0.091, -0.332, -0.291, 0.084, 0.076, 0.090, 0.109, 0.121, 0.049, 0.063, 0.058, -0.070, -0.349, -0.260, 0.679, -0.095, -0.299, -0.287, 0.082, 0.087, 0.082, 0.120, 0.117, 0.059, 0.063, 0.072, -0.111, -0.192, -0.168, -0.138, -0.180, -0.204, -0.157, -0.204, -0.072, 0.086, 0.088, 0.082, 0.118, 0.110, 0.116, 0.111, 0.118, 0.127, 0.113, 0.117, 0.078, 0.070, 0.092, -0.136, -0.161, -0.186, -0.188, -0.112, -0.197, -0.231, -0.209, -0.039, 0.087, 0.088, 0.087, 0.118, 0.116, 0.126, 0.116, 0.120, 0.121, 0.121, 0.116, 0.082, 0.084, 0.079, -0.141, -0.169, -0.162, -0.202, -0.118, -0.194, -0.173, -0.170, -0.137, 0.085, 0.084, 0.094, 0.117, 0.117, 0.107, 0.128, 0.125, 0.124, 0.116, 0.111, 0.090, 0.083, 0.086], "relative_energy_kcal_mol": 246.1, "homo_lumo_gap_ha": 0.352, "energy_ha": -7331.632848}